## one
{"formula": "C2H7PS2", "method": "wB97M-V/def2-TZVPD", "spin_multiplicity": 1, "lumo_energy_ev": [-0.54, -0.07], "homo_lumo_gap_ev": [6.8, 7.3], "homo_energy_ev": [-7.32, -7.32], "symbols": ["C", "C", "P", "S", "S", "H", "H", "H", "H", "H", "H", "H"], "positions_angstrom": [[1.789, -0.479, 0.754], [1.110, -1.442, -0.121], [-1.089, 0.413, 0.513], [-3.105, 0.412, -0.077], [-0.519, -1.313, -0.458], [1.699, 0.533, 0.332], [1.287, -0.432, 1.731], [2.839, -0.722, 0.893], [-0.967, 2.404, -1.700], [1.613, -2.267, -0.591], [-1.125, 2.070, -2.390], [-3.532, 0.823, 1.114]], "lowdin_charge": [-0.253, -0.622, 0.123, 0.178, 0.544, 0.061, 0.059, 0.074, -0.006, 0.041, 0.026, -0.226]}



## two
{"formula": "C2H7PS2", "method": "wB97M-V/def2-TZVPD", "spin_multiplicity": 1, "lumo_energy_ev": [-1.19, -1.44], "homo_lumo_gap_ev": [7.4, 6.5], "homo_energy_ev": [-8.62, -7.95], "symbols": ["C", "C", "P", "S", "S", "H", "H", "H", "H", "H", "H", "H"], "positions_angstrom": [[1.464, -2.301, -0.448], [-1.324, -0.241, -1.718], [-3.281, -0.816, 0.477], [1.299, -0.506, 0.011], [-1.393, 0.008, 0.049], [2.166, -2.703, 0.317], [1.827, -2.445, -1.560], [0.453, -2.594, -0.380], [-0.220, -0.236, -2.051], [-1.800, 0.672, -2.248], [-1.917, -1.202, -1.942], [-3.046, -0.175, 1.745]], "lowdin_charge": [-0.493, -0.564, 0.428, 0.436, 0.244, 0.017, 0.067, -0.026, 0.009, 0.057, 0.038, -0.213]}



Q: Which of them is the most stable? A: one.



## one
{"formula": "C5H3N3", "method": "wB97M-V/def2-TZVPD", "spin_multiplicity": 1, "lumo_energy_ev": -0.93, "homo_lumo_gap_ev": 10.1, "homo_energy_ev": -11.07, "symbols": ["N", "C", "C", "C", "C", "N", "C", "N", "H", "H", "H"], "positions_angstrom": [[-0.782, 1.655, -1.541], [-1.326, 0.481, -0.897], [-1.031, -0.516, -0.067], [0.390, -0.210, 0.422], [1.225, -0.238, -0.741], [1.847, -0.620, -1.584], [0.633, 1.039, 1.274], [1.061, 1.944, 1.906], [-0.985, -1.739, -0.464], [-1.582, -0.466, 0.933], [0.550, -1.330, 0.758]], "lowdin_charge": [0.165, -0.122, -0.272, -0.321, -0.282, 0.211, -0.121, 0.172, 0.226, 0.156, 0.190]}



## two
{"formula": "C5H3N3", "method": "wB97M-V/def2-TZVPD", "spin_multiplicity": 1, "lumo_energy_ev": -2.21, "homo_lumo_gap_ev": 8.3, "homo_energy_ev": -10.50, "symbols": ["H", "N", "C", "C", "C", "C", "C", "N", "N", "H", "H"], "positions_angstrom": [[-0.694, -0.447, 2.656], [-0.254, -1.302, 2.160], [0.075, -0.775, 0.961], [0.833, -1.136, -0.144], [0.764, -0.180, -1.099], [-0.061, 0.957, -0.388], [-0.767, 2.111, -0.902], [-1.463, 2.806, -1.561], [-0.450, 0.464, 0.850], [0.997, -2.304, -0.250], [1.019, -0.194, -2.282]], "lowdin_charge": [0.093, 0.201, -0.499, -0.084, 0.019, -0.176, -0.141, 0.160, 0.100, 0.164, 0.163]}



Q: Which of them is the most stable? A: two.



## one
{"formula": "C2H4N3O", "method": "wB97M-V/def2-TZVPD", "total_charge": 1, "spin_multiplicity": 1, "lumo_energy_ev": -4.45, "homo_lumo_gap_ev": 9.9, "homo_energy_ev": -14.34, "symbols": ["C", "C", "N", "N", "N", "O", "H", "H", "H", "H"], "positions_angstrom": [[-0.103, -1.470, 0.149], [0.674, 1.981, -0.321], [1.133, 2.659, -1.184], [0.822, -1.739, -0.507], [-1.093, -1.036, 0.774], [-0.118, 1.488, 0.334], [1.552, 3.443, -1.636], [1.568, -2.238, -0.841], [-1.088, -0.953, 1.842], [-1.955, -0.933, 0.321]], "lowdin_charge": [-0.149, -0.432, 0.236, 0.395, 0.241, 0.128, 0.104, 0.115, 0.220, 0.143]}



## two
{"formula": "C2H4N3O", "method": "wB97M-V/def2-TZVPD", "total_charge": 1, "spin_multiplicity": 1, "lumo_energy_ev": [-7.91, -7.94], "homo_lumo_gap_ev": [7.3, 7.2], "homo_energy_ev": [-15.17, -15.14], "symbols": ["C", "C", "N", "N", "N", "O", "H", "H", "H", "H"], "positions_angstrom": [[0.778, 0.962, -0.857], [-0.356, -0.645, 0.654], [0.067, 0.781, -1.832], [0.797, 0.225, 0.332], [-1.244, -0.785, -0.343], [-2.269, -1.283, -0.578], [1.621, 1.732, -0.753], [0.048, -1.635, 0.963], [-0.819, -0.050, 1.434], [1.376, 0.699, 0.980]], "lowdin_charge": [-0.268, -0.133, 0.339, 0.048, 0.036, 0.266, 0.206, 0.195, 0.179, 0.131]}



## three
{"formula": "C2H4N3O", "method": "wB97M-V/def2-TZVPD", "total_charge": 1, "spin_multiplicity": 1, "lumo_energy_ev": -5.49, "homo_lumo_gap_ev": 10.4, "homo_energy_ev": -15.87, "symbols": ["C", "C", "N", "N", "N", "O", "H", "H", "H", "H"], "positions_angstrom": [[-2.278, 0.395, 0.117], [1.016, 0.164, -0.073], [-2.632, -0.686, -0.256], [-0.725, -1.523, 0.060], [0.118, -0.793, 0.014], [-1.791, 1.386, 0.424], [2.027, -0.238, 0.270], [0.528, 1.110, 0.310], [1.410, 0.362, -1.143], [-3.492, -1.251, -0.452]], "lowdin_charge": [-0.406, -0.013, 0.174, 0.374, 0.007, 0.209, 0.164, 0.143, 0.180, 0.167]}



Q: Which of them is the most stable? A: one.



## one
{"formula": "C2H2NPS", "method": "wB97M-V/def2-TZVPD", "spin_multiplicity": 1, "lumo_energy_ev": [-2.47, -2.49], "homo_lumo_gap_ev": [6.2, 6.1], "homo_energy_ev": [-8.63, -8.63], "symbols": ["C", "C", "N", "P", "S", "H", "H"], "positions_angstrom": [[-1.222, -1.352, -0.687], [0.103, 1.075, 0.437], [2.145, -0.179, -0.791], [-0.958, -0.283, 0.473], [1.813, 1.011, 0.047], [-2.011, -2.072, -0.727], [0.130, 1.800, 1.247]], "lowdin_charge": [-0.209, -0.774, -0.457, 0.827, 0.706, -0.057, -0.035]}



## two
{"formula": "C2H2NPS", "method": "wB97M-V/def2-TZVPD", "spin_multiplicity": 1, "lumo_energy_ev": [-0.19, -0.20], "homo_lumo_gap_ev": [7.4, 7.4], "homo_energy_ev": [-7.59, -7.59], "symbols": ["C", "C", "N", "P", "S", "H", "H"], "positions_angstrom": [[-0.901, 1.043, 0.355], [0.307, -0.854, 0.828], [-1.401, 1.204, 1.448], [-1.428, 0.493, 2.886], [-0.059, -1.125, 2.371], [-0.754, 1.403, -0.626], [0.953, -1.487, 0.254]], "lowdin_charge": [-0.072, -0.477, -0.486, 0.500, 0.513, 0.056, -0.035]}



Q: Which of them is the most stable? A: two.



## one
{"formula": "C2H4N2S2", "method": "wB97M-V/def2-TZVPD", "spin_multiplicity": 1, "lumo_energy_ev": -0.75, "homo_lumo_gap_ev": 7.8, "homo_energy_ev": -8.56, "symbols": ["N", "N", "C", "C", "S", "S", "H", "H", "H", "H"], "positions_angstrom": [[-0.633, -1.864, -0.308], [-1.156, -1.031, 0.516], [-0.746, 0.306, 0.515], [0.405, 0.818, -0.210], [1.177, 0.090, -1.402], [0.609, 2.542, 0.436], [-0.639, -3.044, -0.093], [0.495, -1.506, -0.562], [-1.508, 0.902, 1.197], [1.995, 2.786, -0.089]], "lowdin_charge": [-0.096, -0.089, -0.306, -1.167, 0.718, 0.641, 0.191, 0.024, 0.125, -0.041]}



## two
{"formula": "C2H4N2S2", "method": "wB97M-V/def2-TZVPD", "spin_multiplicity": 1, "lumo_energy_ev": -1.00, "homo_lumo_gap_ev": 8.1, "homo_energy_ev": -9.08, "symbols": ["H", "N", "C", "N", "C", "S", "S", "H", "H", "H"], "positions_angstrom": [[0.068, 1.856, 1.397], [-0.460, 1.339, 0.733], [0.191, 0.296, 0.305], [1.442, -0.009, 0.701], [-0.561, -0.605, -0.637], [0.238, -1.864, -1.393], [-2.197, -0.022, -0.843], [1.965, -0.697, 0.217], [2.017, 0.681, 1.132], [-2.703, -0.974, -1.612]], "lowdin_charge": [0.036, 0.075, -0.616, 0.112, -1.075, 0.647, 0.811, 0.041, 0.100, -0.130]}



## three
{"formula": "C2H4N2S2", "method": "wB97M-V/def2-TZVPD", "spin_multiplicity": 1, "lumo_energy_ev": -0.83, "homo_lumo_gap_ev": 8.3, "homo_energy_ev": -9.13, "symbols": ["H", "N", "C", "N", "C", "S", "S", "H", "H", "H"], "positions_angstrom": [[-0.420, -1.443, 1.505], [-0.979, -0.731, 0.933], [-0.488, 0.042, 0.075], [-1.228, 0.860, -0.859], [1.057, 0.325, -0.072], [1.875, 1.729, 0.291], [2.040, -1.118, -0.229], [-2.033, 0.607, -0.208], [-1.086, 2.038, -0.651], [1.262, -2.310, -0.786]], "lowdin_charge": [0.099, 0.118, -0.640, 0.041, -1.147, 0.615, 0.667, 0.081, 0.182, -0.017]}



Q: Which of them is the most stable? A: two.